Record 1
Formula: C2H3BrClN
Source: OMol25
Level of theory: ωB97M-V/def2-TZVPD

Calculated values
Relative energy (zero: lowest compared OMol25 entry of this formula, charge and spin)   62.8 kJ/mol
E   -3166.90216 hartree
Highest occupied orbital energy   -9.809 eV
SMILES   Cl[C@@]1(Br)CN1
E_LUMO   0.65 eV

Last column: Mulliken charge in e.
Element x y z (Å)
C -0.693065 -0.100569 0.538216  -0.536
C 0.667098 0.177256 0.041640  0.549
N -0.464292 0.129633 -0.891494  -0.520
Cl 1.233096 1.858440 0.164102  -0.196
Br 2.038945 -1.171925 0.120845  -0.111
H -0.972392 -1.032699 0.778142  0.329
H -1.196648 0.682908 0.932152  0.228
H -0.612742 -0.543045 -1.683604  0.257

Cartesian forces, eV/Å:
1.65 0.75 -2.79
-1.15 0.26 -1.63
1.03 -0.04 -0.57
0.40 -0.54 0.30
-0.38 0.38 -0.08
-0.63 -3.30 1.36
-1.55 2.17 1.63
0.63 0.32 1.79


Record 2
Formula: C16H19ClMo
Source: OMol25
Level of theory: ωB97M-V/def2-TZVPD

Calculated values
Spin multiplicity   3
⟨S²⟩   2.0702
Relative energy (zero: lowest compared OMol25 entry of this formula, charge and spin)   0.0 kJ/mol
E   -1149.28516 hartree
Highest occupied orbital energy (alpha / beta)   -7.705 / -7.446 eV
E_LUMO (alpha / beta)   -0.59 / -1.58 eV

Last column: Mulliken spin population.
Element x y z (Å)
C -1.844424 -0.674247 1.519140  0.068
C -2.239802 -0.089234 0.262449  -0.047
C -1.645786 1.209852 0.176226  0.017
H -2.983408 -0.521814 -0.401704  -0.003
C -0.822175 1.417373 1.356451  -0.047
C -0.971535 0.245012 2.191636  -0.042
H -0.498021 0.057035 3.150281  0.003
H -2.248837 -1.596612 1.917492  0.008
H -1.860144 1.958212 -0.591540  0.006
H -0.425604 2.390230 1.616099  -0.001
Mo -0.008935 -0.263927 0.128077  0.914
Cl 0.757518 -0.175297 -2.069622  0.012
C -0.030832 1.778911 -4.705027  0.404
C -0.114337 3.085155 -4.123029  -0.087
C -1.496717 3.372820 -3.876193  0.364
H 0.723309 3.758572 -3.939564  0.002
C -2.268003 2.245609 -4.313062  0.191
C -1.361631 1.262104 -4.827085  0.087
H -1.636762 0.306082 -5.272999  0.003
H 0.880730 1.279289 -5.028677  0.015
H -1.895759 4.301919 -3.467586  0.011
H -3.355836 2.169954 -4.295740  0.003
C 3.444141 -3.529219 2.611112  0.012
C 2.431393 -2.649421 3.325981  0.018
C 1.390707 -3.467721 4.083701  0.011
C 3.120085 -1.728242 4.332198  0.007
C 1.700534 -1.845417 2.329294  0.283
C 1.071767 -1.330346 1.403591  -0.208
H 3.947107 -4.124273 3.380725  0.000
H 4.182324 -2.939147 2.061500  -0.001
H 2.985360 -4.177196 1.858261  -0.002
H 1.832878 -4.076817 4.877829  0.001
H 0.689913 -2.771731 4.556437  -0.001
H 0.830612 -4.099359 3.394292  -0.002
H 3.842272 -1.088232 3.824023  -0.001
H 2.353387 -1.109191 4.805174  0.000
H 3.636520 -2.282213 5.125521  0.001

Cartesian forces, eV/Å:
0.15 1.29 -0.32
-0.36 -0.17 0.62
-0.24 -0.01 1.06
0.35 0.12 0.06
-0.90 -0.24 0.09
-0.86 0.43 -0.92
-0.04 0.16 -0.38
0.48 -0.06 -0.20
0.46 -0.45 0.16
0.36 -0.36 0.09
-0.07 -0.20 -1.84
-0.16 0.02 0.58
-0.03 1.43 0.50
-1.10 0.13 0.11
2.56 0.12 -0.25
-0.34 -0.31 0.01
1.07 -2.83 -1.39
-2.58 1.34 0.75
0.09 0.35 0.26
-0.28 0.15 0.15
0.17 -0.33 -0.11
0.42 -0.03 0.02
0.30 -0.25 -0.13
-0.23 0.32 -0.03
-0.38 -0.07 0.11
0.07 0.29 0.04
-0.32 0.04 -1.08
1.28 -0.62 2.00
0.09 -0.11 -0.29
0.00 0.08 0.25
-0.12 -0.05 0.31
0.10 0.00 -0.17
-0.03 -0.18 -0.02
0.00 -0.10 0.09
-0.01 0.07 0.11
0.20 0.11 0.02
-0.10 -0.07 -0.24


Record 3
Formula: C6H14O4
Source: OMol25
Level of theory: ωB97M-V/def2-TZVPD

Calculated values
Relative energy (zero: lowest compared OMol25 entry of this formula, charge and spin)   0.0 kJ/mol
E   -538.00905 hartree
Highest occupied orbital energy   -10.192 eV
SMILES   C[C@H](C(=O)O)C(C)(C)O.O
E_LUMO   0.58 eV

Last column: Mulliken charge in e.
Element x y z (Å)
C 0.503546 -0.461111 -1.236639  -0.017
C -1.024854 -0.145821 0.676081  1.383
C 0.441136 0.081949 0.164361  0.844
C -2.069064 0.263809 -0.373259  -1.557
C -1.268814 0.617099 1.975521  -1.944
C 0.932106 1.522789 0.236891  -1.775
O 0.483256 -1.642101 -1.508069  -0.690
O 0.542156 0.468889 -2.185929  -0.454
O -1.181954 -1.515601 0.987141  -0.626
O 3.262176 -1.637631 -0.546149  -0.615
H 2.469736 -2.055161 -0.906569  0.328
H 0.562186 0.055039 -3.063439  0.397
H -0.891394 -2.036241 0.223061  0.411
H 4.000756 -2.025551 -1.000099  0.287
H 1.083576 -0.547451 0.783711  0.484
H -3.056504 0.030079 0.018611  0.429
H -1.937894 -0.294701 -1.298939  0.375
H -2.027594 1.324169 -0.596249  0.309
H -2.229094 0.305689 2.366241  0.493
H -0.518694 0.364659 2.713121  0.413
H -1.273074 1.693949 1.821421  0.363
H 0.229396 2.202159 -0.230879  0.328
H 1.087176 1.821679 1.267641  0.415
H 1.881726 1.609419 -0.287579  0.419

Cartesian forces, eV/Å:
0.21 -0.28 0.10
0.14 0.45 -0.15
-0.23 0.30 0.04
0.10 -0.18 0.28
0.06 -0.20 -0.33
0.08 -0.17 -0.05
-0.06 -0.31 -0.01
0.02 0.55 -0.30
-0.03 -0.35 -0.03
-0.47 0.32 0.33
0.03 -0.05 -0.03
-0.02 -0.20 0.23
-0.02 0.05 0.10
0.43 -0.28 -0.30
-0.06 -0.08 -0.09
-0.07 0.01 0.03
-0.04 -0.04 -0.06
0.06 0.21 -0.07
-0.26 0.00 0.09
0.26 -0.06 0.18
-0.02 0.01 -0.03
-0.12 0.19 -0.07
-0.03 0.04 0.13
0.04 0.06 0.03


Record 4
Formula: C3H9I3Si2
Source: OMol25
Level of theory: ωB97M-V/def2-TZVPD

Calculated values
Relative energy (zero: lowest compared OMol25 entry of this formula, charge and spin)   163.2 kJ/mol
E   -1591.86460 hartree
Highest occupied orbital energy   -9.237 eV
SMILES   C[Si](C)(C)[Si](I)(I)I
E_LUMO   -0.51 eV

Last column: Mulliken charge in e.
Element x y z (Å)
C 1.838173 -0.346729 1.097398  -1.098
C -1.016131 1.839586 0.370497  -1.127
C -1.255665 -1.232585 1.149793  -1.000
Si 0.091972 -0.173106 0.292701  0.436
Si 0.364149 -0.258205 -2.078120  0.154
I 1.288916 -2.464867 -2.968293  -0.148
I -1.792390 0.221209 -3.277511  -0.115
I 1.955048 1.461428 -2.942254  -0.099
H 1.972768 0.177031 1.979944  0.378
H 1.982888 -1.397939 1.139741  0.351
H 2.589338 0.032949 0.426881  0.318
H -1.426205 1.840945 1.358472  0.363
H -0.298918 2.600914 0.139009  0.334
H -1.802947 1.699307 -0.408118  0.276
H -1.032096 -1.105344 2.161506  0.299
H -2.164350 -0.705858 0.743217  0.242
H -1.294550 -2.188736 0.815135  0.437

Cartesian forces, eV/Å:
-1.42 0.13 -2.63
1.20 -3.49 -1.22
-0.01 3.58 -2.68
-1.09 2.60 0.46
0.03 -0.44 -0.66
-0.42 0.81 0.42
0.60 -0.25 0.42
-0.37 -0.38 0.42
-0.03 0.65 2.04
0.31 -1.01 0.56
0.30 0.21 -0.53
-0.16 0.28 0.54
0.06 0.55 0.00
0.66 0.29 0.63
-0.24 0.07 1.75
0.57 -0.53 1.06
0.02 -3.08 -0.60


Record 5
Formula: C6H14ClO10Zr
Source: OMol25
Level of theory: ωB97M-V/def2-TZVPD

Calculated values
Relative energy (zero: lowest compared OMol25 entry of this formula, charge and spin)   0.0 kJ/mol
E   -1496.52155 hartree
Highest occupied orbital energy   -9.649 eV
Net charge   +1
E_LUMO   -5.00 eV

Last column: Mulliken charge in e.
Element x y z (Å)
Zr -0.106253 1.415854 0.771659  1.651
C 0.405826 -1.418524 -2.477634  -0.573
C 0.661053 -1.177714 -1.124793  0.206
C 1.372213 -2.255749 -0.243397  0.496
O 1.790334 -1.872600 0.873395  -0.851
C 1.514425 -3.540648 -0.828632  -0.586
C 1.275299 -3.773722 -2.197374  0.160
C 0.682087 -2.675435 -3.051198  0.363
O 0.453236 -2.762263 -4.265907  -0.590
O 1.434627 -4.929791 -2.636939  -0.607
O 0.213609 -0.112593 -0.569095  -0.160
H -0.104918 -0.664585 -3.062210  0.345
H 1.694153 -4.319148 -0.102596  0.403
Cl 1.524856 3.428343 1.529224  -0.418
O -1.535591 3.079395 1.106974  -0.435
H -1.553666 3.689610 1.857971  0.287
H -2.013268 3.539629 0.402345  0.323
O 0.291042 2.496693 -1.133168  -0.426
H -0.000820 3.399202 -1.320075  0.269
H 0.846476 2.251345 -1.888982  0.280
O -1.401795 -0.265687 1.470784  -0.323
H -1.171233 -1.200844 1.591259  0.270
H -2.258073 -0.161781 1.907518  0.319
O -2.050857 1.182006 -0.758570  -0.322
H -2.942815 0.973551 -0.453509  0.255
H -2.149427 1.360389 -1.702741  0.275
O 1.345725 0.115619 1.908368  -0.408
H 1.648924 -0.778822 1.569955  0.460
H 1.986924 0.366881 2.587773  0.227
O -0.489413 1.531502 3.041810  -0.438
H -0.852751 2.282456 3.528182  0.251
H -0.509917 0.797420 3.669619  0.297

Cartesian forces, eV/Å:
3.52 -2.81 -0.88
0.03 1.86 3.98
0.55 -3.56 -3.11
-0.37 -0.71 -3.13
0.28 -1.01 1.35
-0.51 3.06 2.43
-0.25 -3.50 -0.24
0.27 -0.02 -3.38
0.37 -0.91 1.51
-0.28 1.92 -0.26
-0.13 4.38 2.87
0.03 -0.07 -0.15
0.58 -0.36 -0.46
-1.23 -1.45 -0.45
-0.99 0.59 -0.04
0.41 0.08 -0.03
-0.10 -0.20 -0.07
-0.32 0.67 -0.73
0.33 0.16 0.24
0.09 -0.46 0.22
-1.22 -0.49 0.57
0.46 0.03 -0.43
0.04 0.02 0.08
-0.74 0.57 0.37
0.00 -0.14 -0.05
0.37 -0.15 -0.06
-0.88 3.40 1.42
0.02 -2.03 -1.96
-0.21 0.58 -0.09
-0.72 0.64 0.67
0.33 0.13 0.06
0.28 -0.23 -0.25